Record 1
{
  "formula": "C2H7N5S",
  "method": "the ωB97M-V functional and the def2-TZVPD basis",
  "energy_ev": -20471.83286,
  "e_above_lowest_kj_mol": 0.0,
  "total_charge": 0,
  "gap_ev": 9.623,
  "smiles": "[H]/N=C(/N)N(S)/C=N\\N",
  "max_force_ha_per_bohr": 0.0312,
  "species": ["N", "H", "H", "H", "N", "N", "H", "C", "N", "C", "S", "H", "H", "H", "N"],
  "coordinates": [[-1.5708, -1.8507, 0.0756], [3.1617, -0.6335, 1.2380], [0.9475, 1.8862, 0.7829], [-3.2320, -0.2082, 0.6564], [-0.1251, 0.0342, -0.1093], [-2.4412, 0.2680, 0.2993], [1.6401, -0.2423, 1.4926], [0.8766, -0.7332, -0.7865], [2.0708, -0.8615, -0.3610], [-1.3784, -0.5836, 0.0988], [0.0412, 1.7446, -0.2495], [-0.6729, -2.3741, -0.1172], [0.5728, -1.2146, -1.7187], [-2.2430, 1.1882, 0.6955], [2.3773, -0.2205, 0.8224]],
  "forces_ev_per_angstrom": [[1.48, -0.28, -0.31], [1.41, -0.65, 0.27], [-0.58, 0.02, -0.63], [-0.69, -0.32, 0.32], [0.19, 0.06, -0.19], [0.96, 0.82, -0.05], [-0.97, 0.10, 0.41], [0.08, -0.03, 0.13], [-0.56, 0.14, -0.05], [-0.12, -0.33, -0.01], [0.55, -0.28, 0.72], [-1.36, 0.79, 0.31], [0.24, 0.09, 0.23], [-0.14, -0.60, -0.27], [-0.50, 0.46, -0.88]]
}



Record 2
{
  "formula": "C4H14InO5",
  "method": "the ωB97M-V functional and the def2-TZVPD basis",
  "energy_ev": -19746.70470,
  "e_above_lowest_kj_mol": 247.4,
  "total_charge": 3,
  "gap_ev": 2.415,
  "max_force_ha_per_bohr": 0.0723,
  "species": ["C", "H", "H", "In", "H", "H", "H", "H", "O", "C", "H", "H", "O", "H", "H", "O", "C", "H", "O", "C", "H", "H", "O", "H"],
  "coordinates": [[-3.5292, 1.8475, 1.4102], [3.4828, -1.9437, -0.6082], [-2.7919, -0.4385, 0.5899], [-0.2510, -0.0659, -1.9053], [3.6544, 0.0840, -1.7690], [2.2553, -0.1860, -4.5936], [2.6053, -1.5588, 1.6867], [-4.5205, 0.2520, 1.6444], [2.8447, -0.2126, -1.3471], [-2.1639, 1.0441, 1.5284], [-1.3137, 1.7240, 1.5820], [-2.4110, 0.4650, 2.4181], [1.5213, -0.6905, -4.2430], [-3.4643, 2.7788, 1.9730], [4.2871, -0.5504, 0.1472], [0.9854, -1.2709, 0.4523], [2.2185, -0.9097, 0.9011], [1.4124, -1.4153, -4.8586], [-2.0857, 0.1827, 0.3975], [3.3320, -0.9441, -0.2004], [2.0384, 0.0948, 1.2841], [0.4359, -1.5571, 1.1856], [-4.6793, 1.1585, 1.9176], [-3.8631, 2.1119, 0.4069]],
  "forces_ev_per_angstrom": [[-2.25, 1.15, 2.73], [-0.25, -1.04, 0.37], [-0.17, -0.90, -0.76], [0.79, -0.25, -0.55], [0.32, 0.88, -0.71], [0.31, 0.38, -0.15], [-0.14, -0.13, 0.13], [-1.19, -0.91, -0.16], [0.28, -1.29, 1.27], [-1.06, -0.09, -1.84], [-0.17, -0.05, -0.04], [0.59, -0.08, 0.41], [-0.57, 0.27, 0.92], [-0.09, 0.03, 0.07], [-0.02, 0.01, 0.13], [-1.64, 0.03, -1.12], [1.92, -0.77, 0.41], [-0.19, -0.50, -0.28], [0.92, 0.00, 1.42], [-1.41, 2.23, -0.64], [1.05, 0.84, -0.08], [-0.26, -0.69, 0.15], [2.49, 0.96, -0.38], [0.74, -0.10, -1.26]]
}